(1)
58
Properties=species:S:1:pos:R:3:forces:R:3:lowdin_charge:R:1 method="wB97M-V/def2-TZVPD" e_above_lowest_kcal_mol=127.3 lumo_ev=-0.07 smiles="NC(N)=O.NC(N)=O.CCO.CCO.CCO.CCO.CO" orbital_gap_ev=9.12
N 7.08000 -29.31800 -6.33500 0.735 0.887 -0.508 0.22
C 7.64000 -30.31100 -6.97900 8.567 1.359 0.825 -0.60
N 6.88000 -31.27400 -7.35000 -4.311 -3.528 -1.694 0.13
O 9.04800 -30.47000 -7.11800 -6.983 1.002 0.575 -0.16
H 7.68500 -28.64500 -5.94900 0.991 1.027 0.382 0.07
H 6.17700 -29.37000 -5.95600 -1.585 -0.143 0.426 0.05
H 7.41000 -32.05400 -7.64200 0.262 -0.987 -0.596 0.11
H 5.81300 -31.36200 -7.39400 2.496 0.802 0.104 0.17
N 3.94900 -32.11900 -4.40500 2.555 -0.490 -2.963 0.17
C 3.04100 -32.00400 -3.51600 -0.230 -1.938 8.376 -0.62
N 1.85800 -31.68400 -3.99600 -3.018 0.527 -0.392 0.15
O 3.25700 -32.24400 -2.15100 -1.190 1.684 -6.929 -0.12
H 4.89600 -32.31400 -4.19800 1.262 -0.558 0.401 0.07
H 3.68300 -32.26300 -5.36600 0.016 0.026 0.007 0.14
H 1.22100 -31.67800 -3.20800 -0.657 0.105 -0.700 0.12
H 1.52400 -31.69000 -5.00700 0.875 -0.005 2.311 0.16
C 10.33200 -30.86900 0.58800 -0.029 0.932 -1.231 -0.05
C 10.15300 -30.12400 -0.75800 0.505 -0.792 1.249 -0.31
O 9.95200 -28.79100 -0.40800 -0.697 0.002 1.447 -0.06
H 9.75100 -30.37200 1.34000 -0.567 0.289 0.228 0.05
H 11.35100 -30.72300 0.90500 0.485 -0.583 0.123 0.07
H 9.97700 -31.87400 0.51300 0.311 -0.863 0.085 0.07
H 9.32000 -30.48200 -1.30700 -1.198 -0.524 -0.430 0.06
H 10.99100 -30.28400 -1.43100 0.494 0.154 0.089 0.12
H 10.30400 -28.21900 -1.04100 0.806 1.384 -1.524 0.04
C 7.62200 -27.81900 -3.22400 1.661 0.578 -1.016 -0.04
C 9.00300 -28.25700 -3.71600 -1.706 -0.824 -0.500 -0.28
O 9.22500 -27.71600 -5.01600 1.341 -0.998 0.083 -0.08
H 6.84100 -28.26000 -3.75400 -1.086 -0.705 -1.476 0.01
H 7.41600 -26.77300 -3.17500 0.432 1.042 -0.539 0.09
H 7.39800 -28.09700 -2.26800 0.047 -1.171 2.894 0.03
H 9.10900 -29.34900 -3.69700 -0.847 -0.256 -0.735 0.10
H 9.78700 -28.12100 -3.04200 1.427 1.750 1.213 0.07
H 9.99700 -28.23400 -5.36600 -1.104 0.781 -0.029 0.12
C 6.71700 -31.78900 -2.32500 1.533 -1.466 0.619 -0.09
C 7.30900 -31.42700 -3.64300 1.064 0.577 0.011 -0.31
O 6.76400 -32.27000 -4.65300 -0.576 1.209 -0.926 -0.10
H 5.73500 -31.45000 -2.05500 -0.354 0.172 -0.107 0.05
H 7.47900 -31.48200 -1.65100 0.213 1.180 1.223 0.03
H 6.83700 -32.84900 -2.09200 -0.649 -0.400 -0.599 0.10
H 8.44000 -31.54800 -3.68400 -1.217 -0.034 0.352 0.13
H 7.15200 -30.31900 -3.73400 -0.224 -1.046 -0.800 0.09
H 6.69700 -31.72900 -5.47300 0.335 -0.834 0.642 0.04
C 4.47700 -28.98100 -2.50400 -0.301 -0.484 0.847 -0.08
C 4.16900 -28.56000 -3.92000 -1.349 -0.165 0.291 -0.29
O 4.59300 -29.48100 -4.90700 -0.132 -0.220 -0.236 -0.12
H 5.45400 -29.42500 -2.39300 0.383 -0.029 -0.229 0.03
H 3.79600 -29.66600 -1.96800 -0.054 0.071 -0.798 0.08
H 4.48400 -28.10300 -1.89000 0.039 0.703 0.428 0.08
H 4.72000 -27.66400 -4.13200 -0.021 0.656 -0.168 0.10
H 3.05500 -28.38100 -4.01600 1.119 0.087 -0.043 0.13
H 4.21900 -30.34000 -4.66400 0.232 -0.012 -0.117 0.02
C 6.93700 -29.67300 0.68300 1.528 -1.388 -0.788 -0.19
O 5.75600 -29.23200 1.26100 -1.018 1.216 -1.227 -0.10
H 7.78400 -29.39900 1.31600 0.148 -0.148 -0.011 0.06
H 7.21600 -29.21500 -0.33200 -1.130 -0.520 1.419 0.08
H 6.89700 -30.81000 0.59000 0.340 1.287 -0.185 0.10
H 5.69200 -29.56000 2.14200 0.031 -0.382 0.846 0.07

---

(2)
21
Properties=species:S:1:pos:R:3:forces:R:3:lowdin_charge:R:1 method="wB97M-V/def2-TZVPD" e_above_lowest_kcal_mol=32.2 lumo_ev=0.61 orbital_gap_ev=9.19
H -1.18260 2.73023 -2.56666 1.346 -0.938 2.391 0.12
N -0.69945 2.42180 -1.61515 -0.890 0.742 -2.616 0.14
C 0.38200 1.78344 -1.78965 -0.779 -0.782 1.592 -0.45
O 0.96370 1.36454 -2.90920 0.192 0.834 -1.521 0.08
C 1.16332 1.35494 -0.46847 -0.739 -1.025 -0.182 -0.51
O 2.36790 2.04347 -0.65535 0.021 -0.002 0.730 0.03
O 0.43805 1.84198 0.66732 0.645 -0.282 -0.622 -0.02
C 1.42469 -0.24676 -0.16781 -1.723 0.784 -0.877 -0.32
S 0.17133 -1.42972 -0.93637 0.270 1.167 0.529 0.81
C -1.36628 -1.22176 0.08838 0.690 2.572 -0.362 -0.57
C -1.42798 -2.10759 1.29695 1.190 -0.799 2.374 -0.22
H 0.64842 1.87633 -3.71122 0.291 -0.866 1.426 0.15
H 2.80604 2.19405 0.19541 -0.218 -0.145 -0.087 0.12
H -0.52161 1.76117 0.50409 0.627 0.322 -0.327 0.07
H 2.39898 -0.61059 -0.50507 -0.174 0.305 0.055 0.07
H 1.26256 -0.37229 0.90479 0.493 0.156 -0.091 0.06
H -1.53756 -0.06872 0.45299 0.560 -2.783 -1.067 0.12
H -2.14937 -1.39121 -0.67374 0.204 -0.175 0.633 0.06
H -1.05016 -3.21977 1.24596 -1.112 2.189 -0.443 0.11
H -0.85574 -1.68394 2.21461 -0.481 -0.441 -1.739 0.09
H -2.44825 -1.98214 1.64319 -0.413 -0.834 0.203 0.05